(1)
DFT (ωB97M-V/def2-TZVPD) results for a structure of composition C76H152F12N10O16S4Y.

The geometry in XYZ format:
```
271
Properties=species:S:1:pos:R:3
Y -1.689 2.837 -2.344
S -0.919 0.997 0.619
S -2.255 -0.114 -1.414
S -4.008 4.849 -0.457
S -1.338 5.365 -0.542
F 1.668 0.530 -0.088
F 1.153 2.561 0.199
F -6.100 3.178 0.236
F -4.566 3.584 1.795
F 1.453 1.352 1.939
F -0.005 -1.547 -1.719
F -1.200 -1.380 -3.516
F -2.240 4.971 2.128
F -4.115 2.154 0.238
F -1.784 -2.721 -1.894
F -0.654 6.537 1.857
F -0.303 4.327 1.803
O -1.505 2.095 1.359
O -0.398 4.437 -1.170
O -3.347 -1.433 -5.469
O -1.640 0.708 6.325
O -3.197 -0.715 -0.476
O -2.814 0.650 -2.532
O 3.160 4.101 1.662
O -1.550 6.708 -1.089
O -4.123 5.900 0.568
O 2.986 5.039 5.986
O -4.896 5.002 -1.629
O 3.600 -2.894 -5.562
O 3.431 -2.949 5.149
O -0.986 -0.331 1.122
O -4.952 -6.754 1.463
O 0.552 1.723 -3.408
N 1.026 2.365 -4.475
N 3.410 3.814 5.684
N -5.026 -5.508 0.770
N -2.929 1.298 6.623
N -2.674 4.266 -0.962
N -1.201 1.188 -0.903
N 3.260 -2.701 3.814
N -4.056 -2.204 -6.363
N 3.899 5.223 1.205
N 3.080 -4.019 -4.911
C 5.134 4.343 -0.742
C -3.862 -0.828 7.526
C 1.266 -5.633 -4.545
C 4.883 3.632 5.949
C 2.649 3.950 -5.520
C -6.717 -3.383 -0.430
C -4.119 -4.294 -4.822
C -5.665 -5.713 -0.543
C -4.267 -3.867 2.625
C -3.019 -1.173 -8.305
C 5.295 3.833 7.474
C -5.804 -4.401 -1.313
C -0.599 1.240 -5.966
C -4.319 -0.148 5.024
C 3.083 1.356 5.208
C 3.026 -5.453 -2.794
C -2.727 2.819 4.470
C 4.991 7.527 -0.187
C 4.540 1.045 5.813
C -1.806 3.498 6.747
C 1.566 -4.431 -6.827
C 2.049 6.304 0.084
C -6.552 -4.760 2.600
C 4.417 -3.072 3.025
C -7.013 -6.397 -0.539
C 1.957 4.280 -3.261
C 0.900 1.561 -5.753
C 2.549 3.161 -6.801
C 2.304 3.163 -4.265
C 1.648 -4.248 -5.252
C -5.809 -3.070 0.839
C 2.502 6.669 2.564
C 1.603 -5.633 -3.087
C 5.189 -4.318 -3.589
C 3.145 6.474 1.227
C 4.718 -4.634 3.207
C 3.344 -3.010 -2.475
C 2.382 2.675 5.659
C 2.843 -3.403 0.957
C -3.255 -2.442 -7.555
C -4.655 -6.661 -1.387
C -1.223 -1.566 -2.219
C 1.717 0.195 -5.728
C -5.364 1.099 6.985
C 5.458 2.238 5.420
C 1.782 -2.748 1.857
C 4.211 -2.874 1.515
C -4.784 3.279 0.531
C 0.763 -3.150 -4.736
C 6.158 4.191 1.629
C 1.319 -4.371 3.741
C 5.237 4.988 0.621
C -5.364 -4.395 1.699
C 3.942 7.677 0.884
C -4.910 -3.222 -5.679
C 1.864 -2.943 3.396
C 5.676 -2.164 3.461
C 5.899 6.398 0.307
C 1.197 2.923 4.655
C -4.100 0.354 6.496
C -4.075 -3.390 -8.468
C -5.995 -2.387 -4.937
C -5.550 2.426 6.332
C -2.924 2.684 6.077
C 0.941 -1.833 3.965
C -1.105 5.293 1.433
C -1.872 -3.123 -7.397
C 5.628 4.693 5.148
C 3.500 2.328 -3.754
C 1.838 2.485 7.139
C 0.976 1.393 0.658
C -5.719 -4.021 -6.693
C 1.187 2.562 -6.981
C -4.919 -4.554 -7.916
C 3.631 -4.195 -3.480
C -4.242 3.277 6.463
H 3.156 -5.283 -1.725
H -3.897 -0.420 8.536
H 5.307 4.583 4.112
H 1.504 -0.908 4.094
H -6.424 -4.631 -2.180
H 2.530 -3.014 -0.012
H 7.169 3.978 1.280
H -6.061 -4.997 -6.349
H 2.064 7.661 2.674
H 4.833 -4.948 4.245
H 2.272 -5.171 -7.204
H 2.810 4.890 -2.963
H 1.295 -6.595 -2.678
H -6.577 -1.831 -5.672
H -5.691 2.209 5.273
H -2.890 -1.302 7.393
H 0.745 3.913 4.730
H -4.574 0.681 4.364
H 5.524 -1.132 3.148
H -5.162 -0.835 4.945
H 0.303 -4.624 3.438
H 4.481 8.050 1.755
H 3.579 -2.068 -2.968
H 5.571 -3.408 -4.053
H -3.325 -3.721 2.095
H 0.500 2.086 4.610
H -3.620 -6.333 -1.486
H -1.409 -3.439 -8.331
H -6.226 -5.481 3.350
H -1.997 -4.076 -6.883
H 1.064 0.913 -3.465
H 1.459 3.386 7.622
H -1.798 2.359 4.134
H -4.442 4.210 5.936
H -2.459 -1.207 -9.239
H 1.895 5.772 2.680
H 0.977 2.063 -7.927
H 0.027 -1.796 3.372
H -5.520 -5.093 -8.649
H -4.112 3.552 7.510
H 5.546 -5.123 -4.232
H 6.709 4.551 5.149
H 1.380 7.144 -0.108
H 1.654 3.798 -2.331
H -7.724 -5.936 0.147
H 2.658 3.855 -7.634
H 5.659 -4.531 -2.629
H 4.120 -1.799 1.359
H 1.077 1.712 7.034
H -0.879 0.857 -6.947
H 6.371 3.852 7.648
H 3.206 6.628 3.395
H -6.727 -3.043 -4.468
H 2.534 6.079 -0.866
H 3.304 2.376 -6.860
H 5.062 0.105 5.635
H -6.276 0.575 6.700
H -6.650 -3.559 -7.023
H 4.306 2.999 -3.456
H -2.065 4.556 6.774
H -4.928 -6.572 -2.439
H 6.614 6.560 1.114
H 3.751 1.581 -4.507
H 6.517 -2.535 2.874
H -1.193 2.148 -5.861
H 0.491 3.393 -7.089
H 3.731 4.085 -5.524
H 1.693 3.029 3.690
H 2.656 2.069 7.727
H 3.275 8.499 0.625
H 3.502 -2.088 5.567
H 1.992 -5.070 3.245
H -6.373 -2.364 1.448
H 0.594 -2.162 4.944
H 1.490 5.376 0.204
H 2.311 -2.791 -2.206
H -3.535 -3.857 -9.291
H 4.854 3.134 8.185
H 2.050 4.831 -5.750
H 2.706 0.422 -6.127
H -4.667 -2.920 2.986
H 0.960 -3.333 1.444
H 1.659 -1.717 1.525
H 1.729 -3.486 -7.344
H 6.437 4.803 2.487
H -0.867 3.349 6.212
H -3.498 2.356 3.856
H -4.579 -1.624 7.327
H 5.692 3.240 1.885
H -2.634 3.880 4.235
H -4.641 -5.164 -4.424
H 5.037 4.829 7.832
H -3.421 -0.675 4.702
H -6.906 -2.591 -1.156
H -7.006 -3.862 3.020
H 1.774 -0.303 -4.760
H 4.198 -3.275 -6.210
H -3.768 -0.573 -5.544
H 3.239 2.002 -2.748
H 3.208 1.440 4.128
H 4.367 3.573 -0.657
H 1.616 -6.479 -5.137
H 1.155 4.938 -3.595
H 4.035 -5.416 2.874
H 2.865 -4.481 0.797
H 5.545 8.453 -0.341
H -7.698 -3.663 -0.046
H 3.627 -6.351 -2.935
H 2.356 0.628 5.567
H -7.433 -6.495 -1.540
H -1.173 -2.509 -6.829
H 1.113 -4.828 -2.539
H 0.555 -4.786 -7.032
H 4.469 1.053 6.901
H -3.304 -4.742 -5.391
H -0.923 0.526 -5.209
H 6.558 6.243 -0.547
H 6.401 1.913 5.860
H 0.586 -2.390 -5.498
H 5.303 5.671 5.503
H 1.215 -2.560 -3.938
H 5.946 -2.206 4.517
H -3.972 -4.577 3.397
H -4.018 -6.818 1.674
H 2.882 5.311 5.072
H -4.858 -3.961 -1.630
H 3.945 -3.153 -1.577
H -5.532 1.150 8.061
H -1.266 0.662 7.208
H -6.916 -7.373 -0.064
H -3.757 -3.621 -4.045
H 5.634 2.321 4.347
H -4.594 -7.732 -1.194
H 6.061 3.998 -1.200
H 4.736 5.055 -1.465
H -6.504 2.858 6.635
H 1.373 -4.574 4.811
H -4.297 -5.296 -7.416
H 0.179 -5.658 -4.459
H -7.395 -5.041 1.969
H -3.949 -0.621 -8.445
H 1.318 -0.487 -6.479
H 3.217 4.243 2.609
H -4.946 -2.501 0.493
H -2.399 -0.479 -7.737
H -4.784 -2.922 -9.150
H 5.067 -3.209 0.931
H -0.274 -3.410 -4.521
H -5.726 -1.697 -4.138
H 5.680 -4.828 2.732
H -1.639 3.155 7.768
H 4.479 7.363 -1.135
```

Values from the calculation:
Orbital gap (alpha / beta), eV: 5.24 / 7.28
Spin multiplicity: 2
Strongest force on any atom, hartree/bohr: 0.1612
Net charge: 0


(2)
DFT (ωB97M-V/def2-TZVPD) results for a cluster of 13 separate species, C76H65N13O22 in total.

The geometry in XYZ format:
```
176
Properties=species:S:1:pos:R:3
O -29.349 -12.256 -4.917
O -28.620 -12.585 -2.873
O -21.698 -11.325 -7.318
O -22.799 -14.329 -7.267
O -29.641 -6.966 -8.485
O -35.499 -11.044 -14.748
O -28.039 -10.454 -13.092
O -24.014 -2.963 -7.986
O -29.973 -9.507 -12.840
O -22.975 -16.352 -6.438
O -22.219 -2.661 -9.159
O -23.505 -10.195 -6.942
O -34.043 -11.762 -13.332
O -27.205 -17.429 -5.334
O -36.525 -6.304 -3.398
O -37.289 -7.533 -4.997
O -31.473 -10.547 -4.584
O -31.100 -9.171 -6.202
O -24.230 -12.180 -10.482
O -26.165 -17.685 -3.408
O -24.299 -10.554 -11.898
O -30.993 -8.346 -9.494
N -28.750 -9.505 -12.785
N -23.679 -11.344 -11.185
N -29.959 -8.093 -8.904
N -29.235 -14.242 -11.461
N -26.545 -17.010 -4.362
N -31.494 -10.241 -5.760
N -34.794 -10.901 -13.774
N -23.295 -15.470 -7.203
N -22.566 -10.914 -6.580
N -23.023 -3.403 -8.575
N -31.326 -4.992 -12.370
N -28.686 -11.925 -3.913
N -36.407 -6.852 -4.482
C -32.658 -3.946 -10.654
C -20.209 -10.536 -12.160
C -28.725 -7.098 -12.237
C -22.564 -10.532 -2.779
C -30.893 -12.866 -12.427
C -27.139 -10.211 -2.748
C -25.289 -16.878 -7.707
C -22.761 -7.634 -8.903
C -21.433 -12.084 -10.292
C -35.014 -7.294 -6.488
C -21.212 -12.451 -3.375
C -19.410 -11.348 -11.345
C -26.086 -7.293 -11.460
C -21.518 -12.260 -4.736
C -31.960 -4.207 -13.263
C -25.406 -12.897 -4.689
C -20.068 -12.129 -10.401
C -32.785 -6.232 -5.244
C -33.014 -11.769 -8.886
C -26.558 -17.092 -8.303
C -22.920 -4.871 -8.746
C -29.615 -13.043 -11.911
C -33.999 -6.319 -4.564
C -33.671 -8.079 -11.630
C -26.202 -15.559 -4.456
C -23.834 -5.677 -8.036
C -29.226 -10.509 -9.046
C -25.224 -15.034 -3.612
C -34.740 -9.613 -13.077
C -22.202 -11.320 -11.176
C -33.314 -3.144 -11.580
C -27.837 -9.872 -5.006
C -31.997 -11.269 -6.737
C -26.271 -13.486 -5.596
C -31.772 -13.952 -12.477
C -35.742 -7.435 -12.719
C -32.903 -3.213 -12.967
C -26.557 -8.956 -2.749
C -27.595 -8.856 -8.416
C -22.957 -10.416 -4.123
C -24.634 -15.688 -7.920
C -32.674 -6.626 -6.546
C -31.656 -4.841 -11.078
C -21.578 -10.581 -12.166
C -24.930 -13.670 -3.662
C -35.115 -6.841 -5.187
C -28.252 -11.484 -9.070
C -28.880 -9.133 -8.771
C -35.731 -8.669 -13.394
C -30.079 -15.253 -11.471
C -27.213 -8.618 -4.996
C -32.399 -13.551 -7.343
C -26.684 -8.448 -11.909
C -27.886 -10.629 -3.866
C -22.354 -11.217 -5.111
C -21.904 -6.817 -9.617
C -27.049 -16.088 -9.208
C -26.654 -9.889 -8.429
C -25.135 -14.668 -8.704
C -26.572 -8.170 -3.863
C -31.859 -12.602 -6.479
C -28.089 -5.999 -11.757
C -32.583 -10.877 -7.937
C -26.985 -11.147 -8.797
C -21.740 -11.580 -2.380
C -33.799 -7.172 -7.169
C -26.754 -6.071 -11.387
C -32.917 -13.125 -8.552
C -33.724 -9.337 -12.219
C -26.310 -14.908 -9.414
C -26.806 -14.780 -5.404
C -23.785 -7.067 -8.126
C -31.399 -15.163 -11.928
C -28.038 -8.302 -12.310
C -34.671 -7.159 -11.852
C -21.993 -5.451 -9.566
H -21.343 -4.815 -10.165
H -33.001 -10.088 -11.929
H -32.926 -7.827 -10.866
H -29.777 -7.064 -12.516
H -33.353 -2.598 -13.726
H -29.776 -16.214 -11.067
H -31.724 -6.553 -7.011
H -31.701 -4.402 -14.310
H -31.115 -5.484 -10.390
H -34.098 -5.950 -3.528
H -21.017 -7.246 -10.119
H -24.441 -13.837 -8.859
H -34.673 -6.282 -11.205
H -33.559 -11.498 -9.795
H -19.490 -12.717 -9.694
H -26.576 -12.884 -6.450
H -26.210 -9.420 -11.864
H -24.783 -15.672 -2.836
H -22.151 -9.997 -12.884
H -27.583 -15.190 -6.060
H -36.576 -6.767 -12.943
H -32.654 -9.810 -8.200
H -27.323 -7.998 -5.872
H -18.317 -11.361 -11.374
H -19.749 -9.902 -12.899
H -26.136 -8.523 -1.827
H -31.882 -5.828 -4.748
H -32.046 -16.035 -11.955
H -22.743 -8.710 -8.894
H -26.678 -14.167 -10.148
H -28.452 -10.164 -5.835
H -26.151 -11.829 -8.829
H -22.997 -9.778 -2.100
H -26.216 -5.230 -10.988
H -27.262 -7.843 -8.350
H -23.542 -9.545 -4.462
H -28.873 -12.239 -11.879
H -26.152 -7.161 -3.802
H -31.152 -11.925 -12.890
H -24.613 -5.228 -7.462
H -32.903 -3.919 -9.592
H -24.425 -7.678 -7.472
H -32.435 -14.562 -6.948
H -35.855 -7.631 -7.054
H -24.207 -13.316 -2.934
H -25.029 -11.914 -4.941
H -25.614 -9.711 -8.219
H -21.931 -12.689 -9.515
H -21.458 -11.692 -1.325
H -33.438 -13.903 -9.087
H -20.548 -13.261 -3.115
H -25.050 -7.330 -11.123
H -28.639 -5.058 -11.752
H -24.781 -17.619 -7.090
H -21.002 -12.759 -5.530
H -33.772 -7.456 -8.224
H -27.022 -18.084 -8.179
H -27.196 -10.824 -1.857
H -30.275 -10.778 -9.216
H -34.052 -2.431 -11.181
H -36.469 -8.910 -14.137
H -31.365 -12.935 -5.585
H -32.726 -13.691 -12.935
H -28.499 -12.528 -9.133
H -27.962 -16.218 -9.766
```

Values from the calculation:
Orbital gap, eV: 8.37
Relative energy (zero: lowest compared OMol25 entry of this formula, charge and spin), kcal/mol: 0.0
Strongest force on any atom, hartree/bohr: 0.0652
Net charge: 0


The highest strongest force on any atom belongs to which entry? C76H152F12N10O16S4Y


Among the records above, which one has the highest strongest force on any atom? C76H152F12N10O16S4Y


Look up the net charge of the second one. 0